C33H61F14N20O12S | wB97M-V/def2-TZVPD

```
! wB97M-V def2-TZVPD RIJCOSX def2/J DEFGRID3
* xyz 1 1
C 3.528 2.618 -1.185
C 2.795 2.203 -2.459
O 3.060 1.124 -2.949
O 1.838 3.013 -3.002
C 0.482 2.649 -2.646
C 0.351 1.625 -1.521
C -1.152 1.451 -1.174
C -1.342 0.458 -0.006
C -2.721 -0.239 -0.137
C -2.664 -1.632 -0.847
C -1.370 -1.880 -1.575
C -1.227 -1.472 -2.876
O -2.288 -0.822 -3.521
C -2.804 -1.597 -4.438
N -3.104 -2.265 -5.353
C -0.064 -1.714 -3.577
C 0.200 -1.302 -5.004
C 1.475 -0.411 -5.103
C 2.514 -0.979 -6.077
F 2.133 -0.594 -7.330
F 2.568 -2.324 -6.093
C 3.927 -0.321 -5.865
F 3.733 0.938 -5.446
F 4.536 -0.234 -7.064
C 4.867 -1.156 -4.942
F 4.119 -1.715 -3.943
F 5.386 -2.125 -5.692
C 5.980 -0.338 -4.238
F 6.632 0.338 -5.202
F 5.491 0.584 -3.395
C 7.020 -1.217 -3.444
F 6.679 -2.510 -3.345
F 8.185 -1.149 -4.112
C 7.332 -0.704 -2.006
F 6.282 -0.818 -1.189
F 8.264 -1.540 -1.511
F 7.860 0.503 -1.983
C 0.979 -2.412 -2.876
C 0.815 -2.783 -1.593
C 1.982 -3.527 -0.951
C 3.146 -2.564 -0.654
F 2.448 -4.401 -1.935
N -0.367 -2.507 -0.972
S -0.575 -2.984 0.696
H 3.911 3.631 -1.349
H 4.333 1.900 -1.011
H 2.848 2.546 -0.319
H -0.027 2.288 -3.554
H -0.027 3.582 -2.369
H 0.710 0.623 -1.790
H 0.810 2.025 -0.609
H -1.482 2.436 -0.809
H -1.771 1.246 -2.059
H -0.498 -0.229 0.134
H -1.391 1.065 0.907
H -3.132 -0.353 0.871
H -3.401 0.407 -0.689
H -2.948 -2.420 -0.143
H -3.454 -1.642 -1.609
H -0.666 -0.782 -5.420
H 0.305 -2.240 -5.564
H 1.178 0.567 -5.485
H 1.952 -0.318 -4.120
H 1.910 -2.659 -3.374
H 1.701 -4.161 -0.107
H 3.195 -1.828 -1.467
H 4.089 -3.119 -0.701
H 3.002 -2.030 0.292
H 0.665 -2.790 1.217
C -6.336 1.126 -0.679
O -5.346 1.197 0.049
N -6.246 0.867 -2.010
N -7.594 1.300 -0.201
H -7.042 0.799 -2.617
H -5.330 0.735 -2.394
H -7.683 1.497 0.785
H -8.420 1.248 -0.768
C 2.189 1.775 2.871
O 1.550 2.211 1.908
N 1.714 1.811 4.130
N 3.433 1.224 2.725
H 2.219 1.459 4.929
H 0.799 2.218 4.271
H 3.813 1.187 1.797
H 3.976 0.866 3.495
C -0.430 -5.281 -4.496
O 0.202 -4.233 -4.590
N -1.785 -5.308 -4.370
N 0.178 -6.497 -4.514
H -2.319 -6.153 -4.294
H -2.267 -4.426 -4.363
H 1.178 -6.509 -4.608
H -0.315 -7.366 -4.440
C 0.703 6.234 1.640
O 0.533 7.379 2.020
N 1.269 5.270 2.417
N 0.337 5.815 0.386
H 1.412 4.322 2.112
H 1.551 5.536 3.342
H -0.084 6.494 -0.219
H 0.468 4.878 0.056
C 4.163 -1.781 4.927
O 3.986 -0.643 5.329
N 4.753 -2.743 5.687
N 3.781 -2.178 3.673
H 4.908 -3.683 5.375
H 5.045 -2.482 6.612
H 3.343 -1.487 3.089
H 3.917 -3.106 3.319
C -8.876 -2.147 -0.410
O -8.138 -1.910 -1.355
N -9.078 -1.254 0.601
N -9.557 -3.325 -0.291
H -9.678 -1.425 1.385
H -8.587 -0.375 0.536
H -9.431 -4.003 -1.019
H -10.167 -3.540 0.475
C -1.569 1.919 6.237
O -0.781 2.405 5.441
N -1.193 1.002 7.167
N -2.893 2.264 6.254
H -1.822 0.592 7.831
H -0.222 0.730 7.180
H -3.199 2.942 5.580
H -3.558 1.882 6.899
C 2.873 2.431 7.623
O 2.168 1.444 7.469
N 4.232 2.380 7.521
N 2.361 3.662 7.906
H 4.829 3.175 7.643
H 4.641 1.487 7.311
H 1.363 3.736 7.985
H 2.922 4.482 8.035
C -7.254 2.068 3.549
O -7.971 2.563 2.691
N -7.625 2.000 4.861
N -6.028 1.543 3.257
H -7.055 1.599 5.580
H -8.521 2.379 5.104
H -5.724 1.578 2.293
H -5.423 1.132 3.942
*
```

Results of the Löwdin charge analysis, in e, for atoms 1 through 99: 0.045, -0.487, 0.066, -0.008, -0.149, -0.172, -0.179, -0.180, -0.153, -0.112, -0.191, -0.133, 0.077, -0.290, 0.223, -0.055, -0.062, -0.033, -0.419, 0.118, 0.138, -0.347, 0.156, 0.157, -0.328, 0.125, 0.192, -0.327, 0.172, 0.148, -0.333, 0.167, 0.167, -0.550, 0.168, 0.165, 0.210, 0.057, -0.170, -0.315, 0.008, 0.001, -0.244, 0.998, 0.101, 0.079, 0.064, 0.126, 0.129, 0.106, 0.100, 0.126, 0.108, 0.082, 0.122, 0.114, 0.076, 0.095, 0.124, 0.120, 0.124, 0.141, 0.092, 0.136, 0.117, 0.077, 0.100, 0.078, -0.084, -0.643, 0.001, 0.175, 0.160, 0.104, 0.093, 0.069, 0.112, -0.664, -0.031, 0.202, 0.162, 0.080, 0.067, 0.088, 0.073, -0.631, 0.021, 0.175, 0.170, 0.103, 0.066, 0.111, 0.102, -0.690, 0.021, 0.164, 0.148, 0.049, 0.103

C33H61N2O11 | wB97M-V/def2-TZVPD

```
! wB97M-V def2-TZVPD RIJCOSX def2/J DEFGRID3
* xyz 1 1
N 2.707 2.189 -2.748
C 2.437 3.440 -1.924
C 3.252 4.672 -2.634
C 2.623 6.164 -2.376
O 2.036 6.605 -3.683
C 0.589 6.737 -3.365
O 0.032 7.956 -3.298
C -0.416 5.453 -3.084
C -0.541 4.339 -4.283
C -1.564 3.075 -4.041
N -2.387 2.887 -2.753
C -2.280 3.921 -1.647
O -3.092 3.775 -0.400
C -1.298 5.259 -1.703
H 1.976 1.453 -2.598
H 2.756 2.396 -3.774
H 2.865 3.278 -0.845
H 1.278 3.583 -1.851
H 3.342 4.504 -3.807
H 4.348 4.673 -2.165
H 3.483 6.955 -2.138
H 1.833 6.231 -1.515
H 0.062 4.470 -5.297
H -1.652 2.279 -4.908
H -3.048 2.065 -2.655
H -2.464 3.300 0.227
H -1.248 6.058 -0.821
C -3.040 0.084 2.915
C -2.579 0.321 1.502
O -1.749 1.190 1.239
C -3.173 -0.545 0.424
H -2.527 0.781 3.586
H -4.117 0.255 2.989
H -2.796 -0.937 3.219
H -4.256 -0.402 0.386
H -2.935 -1.594 0.617
H -2.748 -0.262 -0.545
C -6.612 -3.050 -0.033
C -6.030 -3.121 1.353
O -5.576 -2.121 1.907
C -6.026 -4.463 2.036
H -6.548 -2.020 -0.401
H -6.046 -3.698 -0.708
H -7.663 -3.349 -0.011
H -5.434 -5.173 1.454
H -7.050 -4.825 2.150
H -5.576 -4.363 3.029
C 6.832 7.617 0.040
C 6.943 6.720 -1.163
O 5.949 6.392 -1.809
C 8.317 6.240 -1.546
H 5.781 7.885 0.198
H 7.196 7.095 0.928
H 7.405 8.533 -0.125
H 8.748 5.656 -0.729
H 8.957 7.095 -1.782
H 8.244 5.602 -2.433
C 4.095 -1.117 -5.609
C 3.011 -0.109 -5.884
O 3.160 1.080 -5.608
C 1.738 -0.613 -6.509
H 4.955 -0.611 -5.158
H 3.730 -1.875 -4.912
H 4.415 -1.583 -6.545
H 1.267 -1.349 -5.852
H 1.953 -1.056 -7.484
H 1.046 0.225 -6.649
C -8.752 -8.606 3.882
C -8.380 -7.156 3.731
O -7.610 -6.783 2.847
C -8.986 -6.179 4.702
H -8.240 -9.194 3.113
H -8.441 -8.969 4.865
H -9.830 -8.728 3.755
H -8.686 -6.433 5.721
H -10.075 -6.193 4.612
H -8.628 -5.169 4.473
C 4.695 -6.391 -4.950
C 3.680 -5.302 -4.729
O 3.992 -4.114 -4.799
C 2.268 -5.722 -4.420
H 5.670 -5.941 -5.163
H 4.783 -7.005 -4.049
H 4.400 -7.007 -5.803
H 2.247 -6.305 -3.497
H 1.864 -6.308 -5.250
H 1.646 -4.831 -4.286
C 8.538 9.213 3.464
C 9.228 7.926 3.098
O 9.235 7.512 1.940
C 9.909 7.165 4.204
H 8.091 9.653 2.566
H 7.745 9.016 4.189
H 9.263 9.919 3.876
H 9.176 6.876 4.962
H 10.695 7.779 4.649
H 10.364 6.257 3.794
C -7.281 -8.389 8.893
C -7.170 -9.286 7.689
O -8.164 -9.615 7.044
C -5.796 -9.766 7.306
H -8.331 -8.122 9.050
H -6.916 -8.912 9.781
H -6.708 -7.474 8.728
H -5.365 -10.350 8.123
H -5.156 -8.912 7.070
H -5.868 -10.405 6.419
*
```

energy above the lowest of the compared OMol25 structures with the same formula, charge and spin = 795.6 kJ/mol

Results of the Löwdin charge analysis, in e, for atoms 1 through 99: -0.048, -0.271, -0.133, -0.149, -0.093, -0.254, 0.040, 0.011, 0.069, 0.052, 0.095, -0.083, -0.016, 0.131, 0.065, 0.032, 0.121, 0.079, 0.136, 0.115, 0.144, 0.133, 0.144, 0.138, 0.170, 0.112, 0.153, -0.015, -0.477, 0.020, -0.028, 0.086, 0.091, 0.094, 0.078, 0.093, 0.070, -0.023, -0.481, 0.022, -0.030, 0.077, 0.087, 0.090, 0.094, 0.061, 0.090, -0.028, -0.468, 0.022, -0.015, 0.082, 0.069, 0.091, 0.090, 0.091, 0.085, -0.022, -0.479, 0.022, -0.026, 0.092, 0.061, 0.093, 0.083, 0.089, 0.073, -0.013, -0.470, 0.027, -0.013, 0.088, 0.057, 0.093, 0.083, 0.091, 0.080, -0.022, -0.477, 0.038, -0.025, 0.087, 0.089, 0.089, 0.088, 0.088, 0.080, -0.020, -0.482, 0.029, -0.023, 0.081, 0.089, 0.090, 0.087, 0.089, 0.086, -0.026, -0.487

C33H62InN5O5SSi2 | wB97M-V/def2-TZVPD

```
! wB97M-V def2-TZVPD RIJCOSX def2/J DEFGRID3
* xyz 0 1
In -0.253 0.161 -0.312
O -3.032 1.614 2.717
C -2.279 1.440 1.754
N -2.003 0.305 1.118
C -2.662 -0.852 1.674
C -1.840 -1.627 2.685
C -2.504 -2.453 3.596
C -1.780 -3.157 4.534
C -0.399 -3.015 4.553
C 0.172 -2.177 3.614
N -0.516 -1.501 2.693
C -1.526 2.641 1.216
C -1.873 3.914 1.637
C -1.168 4.995 1.138
C -0.154 4.771 0.219
C 0.122 3.471 -0.163
N -0.536 2.428 0.344
H -3.571 -0.546 2.199
H -2.968 -1.522 0.861
H -3.584 -2.521 3.562
H -2.281 -3.795 5.252
H 0.215 -3.526 5.282
H 1.246 -2.035 3.593
H -2.677 4.011 2.352
H -1.417 6.003 1.446
H 0.407 5.586 -0.213
H 0.885 3.251 -0.899
C 3.262 1.923 0.032
N 3.114 0.653 0.722
C 3.221 0.853 2.156
C 4.082 -0.333 0.278
C 4.137 -0.501 -1.237
N 2.851 -0.691 -1.896
C 2.379 -2.016 -1.938
C 2.765 -0.050 -3.209
H 4.298 2.303 0.073
H 2.619 2.659 0.513
H 2.947 1.844 -1.010
H 4.136 1.404 2.431
H 3.247 -0.109 2.664
H 2.357 1.408 2.523
H 3.860 -1.283 0.773
H 5.105 -0.043 0.588
H 4.824 -1.329 -1.474
H 4.584 0.399 -1.658
H 3.169 -2.775 -2.023
H 1.660 -2.125 -2.747
H 0.952 -1.594 -0.419
H 3.454 -0.492 -3.943
H 2.987 1.009 -3.106
H 1.739 -0.112 -3.570
C 1.061 0.695 -6.125
C 0.009 1.756 -6.432
C 0.370 2.500 -7.713
C -1.369 1.114 -6.561
O -0.034 2.739 -5.404
Si 0.081 2.717 -3.761
S -0.671 1.001 -2.911
O 1.671 2.920 -3.322
C 2.631 3.917 -3.690
C 2.189 4.758 -4.884
C 3.924 3.179 -4.023
C 2.836 4.821 -2.479
O -0.619 4.134 -3.285
C -1.973 4.597 -3.361
C -2.815 3.925 -2.279
C -2.569 4.310 -4.735
C -1.902 6.100 -3.124
H 1.186 0.028 -6.980
H 0.756 0.109 -5.257
H 2.021 1.170 -5.909
H 0.301 1.836 -8.577
H 1.387 2.891 -7.657
H -0.313 3.338 -7.859
H -1.357 0.332 -7.323
H -2.109 1.863 -6.844
H -1.661 0.674 -5.606
H 2.025 4.134 -5.761
H 2.962 5.494 -5.113
H 1.258 5.280 -4.662
H 3.738 2.435 -4.798
H 4.314 2.672 -3.138
H 4.684 3.874 -4.383
H 1.910 5.355 -2.262
H 3.622 5.554 -2.671
H 3.118 4.230 -1.605
H -2.759 2.841 -2.377
H -3.858 4.237 -2.366
H -2.455 4.197 -1.287
H -2.689 3.237 -4.887
H -1.920 4.695 -5.521
H -3.550 4.784 -4.815
H -1.412 6.305 -2.172
H -2.905 6.532 -3.099
H -1.333 6.584 -3.920
C 1.670 -5.069 -1.786
Si 1.494 -4.078 -0.223
C -0.205 -4.271 0.485
C 2.901 -4.436 0.925
O 1.645 -2.403 -0.703
H 1.381 -6.099 -1.566
H 2.689 -5.092 -2.177
H 1.006 -4.707 -2.574
H -0.645 -5.192 0.098
H -0.853 -3.440 0.201
H -0.197 -4.328 1.573
H 2.935 -5.513 1.114
H 2.801 -3.933 1.884
H 3.856 -4.150 0.480
*
```

energy above the lowest of the compared OMol25 structures with the same formula, charge and spin = 303.6 kJ/mol

Results of the Löwdin charge analysis, in e, for atoms 1 through 99: 0.719, 0.016, -0.512, -0.089, -0.195, -0.263, -0.022, -0.071, -0.079, -0.160, 0.112, -0.177, 0.008, -0.046, -0.051, -0.137, 0.037, 0.114, 0.117, 0.116, 0.105, 0.098, 0.096, 0.120, 0.112, 0.105, 0.081, -0.106, -0.266, -0.097, -0.201, -0.165, -0.175, -0.187, -0.080, 0.101, 0.076, 0.066, 0.089, 0.077, 0.088, 0.107, 0.126, 0.127, 0.109, 0.127, 0.140, -0.048, 0.106, 0.047, 0.018, -0.038, -0.651, -0.029, -0.036, -0.164, -0.150, 0.318, -0.182, -0.628, -0.023, -0.028, -0.018, -0.153, -0.638, -0.026, -0.032, -0.027, 0.092, 0.041, 0.079, 0.086, 0.077, 0.088, 0.087, 0.083, 0.053, 0.072, 0.092, 0.083, 0.080, 0.072, 0.090, 0.081, 0.091, 0.070, 0.049, 0.092, 0.066, 0.076, 0.089, 0.090, 0.073, 0.087, 0.086, -0.157, 0.481, -0.128, -0.146

C33H63Cl6N5O17 | wB97M-V/def2-TZVPD

```
! wB97M-V def2-TZVPD RIJCOSX def2/J DEFGRID3
* xyz 0 1
O 1.871 15.102 -17.137
C 2.561 14.800 -16.211
O 3.078 13.559 -16.037
C 3.967 13.535 -14.911
C 3.721 14.901 -14.273
O 2.892 15.589 -15.187
H 3.568 12.711 -14.322
H 4.987 13.310 -15.215
H 4.669 15.416 -14.124
H 3.277 14.728 -13.293
O 5.595 5.560 -19.628
C 5.392 6.729 -19.601
O 4.861 7.461 -20.592
C 4.616 8.780 -20.120
C 5.515 8.873 -18.877
O 5.729 7.510 -18.559
H 4.900 9.524 -20.861
H 3.561 8.918 -19.891
H 5.073 9.363 -18.010
H 6.406 9.456 -19.117
O 1.622 9.260 -18.052
C 1.603 10.442 -18.214
O 2.412 11.096 -19.050
C 2.444 12.470 -18.655
C 1.055 12.622 -18.039
O 0.784 11.296 -17.573
H 3.245 12.619 -17.927
H 2.711 13.134 -19.475
H 0.316 12.987 -18.747
H 1.186 13.280 -17.181
O 2.201 9.075 -9.532
C 2.546 8.925 -8.395
O 2.263 7.838 -7.680
C 2.545 8.072 -6.305
C 3.385 9.369 -6.325
O 3.218 9.814 -7.659
H 1.606 8.212 -5.770
H 3.045 7.264 -5.772
H 4.445 9.263 -6.105
H 2.896 10.050 -5.629
C 2.769 8.471 -14.496
N 2.192 9.808 -14.437
C 1.512 10.367 -13.416
C 1.404 9.591 -12.127
O 0.806 11.362 -13.593
H 2.104 7.790 -13.964
H 3.797 8.363 -14.151
H 2.723 8.152 -15.538
H 2.270 10.315 -15.305
H 0.936 10.190 -11.347
H 2.361 9.239 -11.742
H 0.665 8.792 -12.242
C -0.334 9.500 -15.334
N -0.427 8.355 -14.407
C 0.157 7.150 -14.604
C 0.700 6.749 -15.936
O 0.267 6.368 -13.652
H 0.706 9.790 -15.453
H -0.855 10.330 -14.856
H -0.825 9.343 -16.291
H -0.870 8.530 -13.523
H 0.696 7.608 -16.608
H 0.102 5.930 -16.327
H 1.740 6.445 -15.833
C 6.098 2.483 -16.320
N 5.922 3.788 -15.680
C 4.818 4.564 -15.801
C 4.982 6.036 -15.501
O 3.736 4.128 -16.145
H 5.146 1.958 -16.246
H 6.805 1.834 -15.808
H 6.384 2.684 -17.351
H 6.807 4.206 -15.451
H 4.788 6.700 -16.338
H 5.960 6.207 -15.056
H 4.149 6.114 -14.798
C 7.299 8.554 -15.043
N 7.906 9.864 -14.851
C 7.444 10.999 -15.440
C 8.266 12.238 -15.112
O 6.536 11.079 -16.248
H 6.536 8.601 -15.815
H 6.889 8.196 -14.099
H 8.118 7.930 -15.404
H 8.836 9.931 -14.482
H 9.181 12.085 -14.533
H 7.698 12.961 -14.523
H 8.565 12.785 -16.005
C 0.187 15.207 -13.187
N -0.323 13.869 -12.997
C -1.522 13.618 -12.425
C -2.105 12.242 -12.683
O -2.209 14.436 -11.831
H 0.660 15.277 -14.166
H 0.863 15.566 -12.405
H -0.629 15.930 -13.176
H 0.283 13.085 -13.243
H -1.578 11.544 -12.023
H -1.839 11.888 -13.681
H -3.178 12.224 -12.539
Cl 2.408 4.322 -10.615
C 2.224 6.112 -10.673
C 2.788 6.675 -11.977
Cl 4.584 6.773 -11.986
H 2.784 6.618 -9.891
H 1.159 6.280 -10.560
H 2.457 7.682 -12.204
H 2.568 5.986 -12.788
Cl 4.931 13.169 -11.628
C 6.341 12.094 -11.886
C 5.887 10.630 -11.869
Cl 5.670 10.227 -10.161
H 7.020 12.256 -11.050
H 6.949 12.458 -12.711
H 6.716 10.026 -12.244
H 5.008 10.323 -12.426
Cl 1.102 15.536 -9.382
C 2.422 14.334 -9.391
C 1.939 12.930 -9.702
Cl 1.094 12.243 -8.298
H 2.962 14.466 -8.457
H 3.149 14.616 -10.155
H 2.878 12.376 -9.782
H 1.376 12.797 -10.621
*
```

SMILES = O=C1OCCO1.O=C1OCCO1.O=C1OCCO1.O=C1OCCO1.CNC(C)=O.CNC(C)=O.CNC(C)=O.CNC(C)=O.CNC(C)=O.ClCCCl.ClCCCl.ClCCCl

Results of the Löwdin charge analysis, in e, for atoms 1 through 99: 0.155, -0.562, 0.010, -0.105, -0.137, 0.081, 0.105, 0.120, 0.130, 0.088, 0.167, -0.580, 0.081, -0.104, -0.118, 0.039, 0.131, 0.109, 0.115, 0.128, 0.146, -0.581, 0.059, -0.093, -0.089, 0.066, 0.117, 0.139, 0.144, 0.090, 0.113, -0.592, 0.073, -0.095, -0.097, 0.018, 0.129, 0.131, 0.131, 0.130, -0.070, 0.018, -0.501, 0.010, -0.004, 0.045, 0.061, 0.082, 0.129, 0.086, 0.059, 0.091, -0.070, 0.059, -0.554, 0.019, 0.010, 0.030, 0.073, 0.094, 0.133, 0.053, 0.105, 0.073, -0.059, 0.002, -0.552, -0.006, 0.052, 0.083, 0.077, 0.088, 0.120, 0.075, 0.057, 0.050, -0.054, 0.007, -0.548, -0.009, 0.038, 0.071, 0.067, 0.097, 0.128, 0.079, 0.057, 0.088, -0.070, 0.014, -0.554, 0.000, 0.033, 0.069, 0.055, 0.091, 0.080, 0.076, 0.056

Gap between HOMO and LUMO / eV: 7.226; 5.806; 6.946; 8.719